{
  "formula": "C44H63Cl32N9",
  "method": "ωB97M-V with the def2-TZVPD basis set",
  "lumo_energy_ev": -0.10,
  "homo_ev": -11.0,
  "total_charge": 0,
  "gap_ev": 10.93,
  "species": ["C", "C", "C", "C", "N", "H", "H", "H", "H", "H", "H", "H", "C", "C", "C", "C", "N", "H", "H", "H", "H", "H", "H", "H", "C", "C", "C", "C", "N", "H", "H", "H", "H", "H", "H", "H", "C", "C", "C", "C", "N", "H", "H", "H", "H", "H", "H", "H", "C", "C", "C", "C", "N", "H", "H", "H", "H", "H", "H", "H", "C", "C", "C", "C", "N", "H", "H", "H", "H", "H", "H", "H", "C", "C", "C", "C", "N", "H", "H", "H", "H", "H", "H", "H", "C", "C", "C", "C", "N", "H", "H", "H", "H", "H", "H", "H", "C", "C", "C", "C", "N", "H", "H", "H", "H", "H", "H", "H", "C", "Cl", "Cl", "Cl", "Cl", "C", "Cl", "Cl", "Cl", "Cl", "C", "Cl", "Cl", "Cl", "Cl", "C", "Cl", "Cl", "Cl", "Cl", "C", "Cl", "Cl", "Cl", "Cl", "C", "Cl", "Cl", "Cl", "Cl", "C", "Cl", "Cl", "Cl", "Cl", "C", "Cl", "Cl", "Cl", "Cl"],
  "xyz": [[8.348, 18.116, 18.244], [7.687, 17.098, 19.195], [8.065, 17.342, 20.639], [9.547, 17.294, 20.931], [10.641, 17.220, 21.253], [7.959, 19.138, 18.414], [8.142, 17.845, 17.210], [9.434, 18.125, 18.332], [7.970, 16.076, 18.921], [6.584, 17.147, 19.110], [7.559, 16.585, 21.269], [7.809, 18.287, 21.088], [5.109, 13.773, 18.753], [5.910, 12.519, 18.381], [7.361, 12.955, 18.200], [7.610, 13.696, 16.950], [7.831, 14.104, 15.909], [5.492, 14.429, 19.548], [4.076, 13.573, 19.069], [5.002, 14.487, 17.927], [5.588, 12.052, 17.451], [5.879, 11.828, 19.198], [8.051, 12.071, 18.172], [7.633, 13.576, 19.034], [12.153, 12.920, 12.960], [11.965, 12.307, 14.333], [10.579, 12.541, 14.807], [10.316, 11.812, 16.040], [10.166, 11.295, 17.050], [13.204, 12.879, 12.628], [11.888, 13.997, 12.987], [11.525, 12.405, 12.222], [12.719, 12.746, 14.982], [12.162, 11.240, 14.313], [9.904, 12.177, 14.046], [10.282, 13.582, 14.887], [9.865, 15.059, 24.606], [8.447, 14.603, 24.907], [8.019, 13.301, 24.126], [7.777, 13.580, 22.745], [7.607, 13.816, 21.624], [10.102, 15.830, 25.333], [10.007, 15.468, 23.579], [10.570, 14.217, 24.735], [7.692, 15.333, 24.617], [8.302, 14.447, 25.970], [7.104, 12.800, 24.541], [8.805, 12.526, 24.167], [10.329, 7.512, 19.700], [10.736, 8.928, 19.274], [9.745, 9.964, 19.888], [8.350, 9.694, 19.493], [7.252, 9.756, 19.135], [9.408, 7.158, 19.343], [10.176, 7.519, 20.780], [11.138, 6.821, 19.495], [10.760, 9.042, 18.205], [11.674, 9.175, 19.700], [9.968, 10.977, 19.543], [9.802, 9.929, 20.973], [14.362, 9.965, 16.593], [13.253, 9.032, 16.410], [13.386, 7.766, 17.248], [13.720, 7.973, 18.641], [13.957, 8.151, 19.774], [15.324, 9.449, 16.537], [14.190, 10.391, 17.569], [14.434, 10.777, 15.902], [13.257, 8.768, 15.364], [12.295, 9.491, 16.528], [14.213, 7.184, 16.818], [12.416, 7.258, 17.144], [17.490, 13.942, 17.281], [17.017, 14.973, 18.312], [18.216, 15.775, 18.890], [18.838, 16.564, 17.816], [19.258, 17.145, 16.894], [18.317, 13.325, 17.725], [17.963, 14.396, 16.400], [16.749, 13.249, 16.846], [16.482, 14.539, 19.200], [16.318, 15.676, 17.892], [18.932, 15.057, 19.284], [17.937, 16.436, 19.699], [16.564, 13.637, 22.270], [16.338, 13.047, 23.647], [17.194, 11.828, 23.911], [18.625, 12.114, 23.964], [19.751, 12.288, 24.044], [17.615, 13.937, 22.070], [15.994, 14.528, 22.104], [16.253, 12.907, 21.511], [15.296, 12.762, 23.802], [16.560, 13.792, 24.416], [17.019, 11.118, 23.076], [17.001, 11.260, 24.811], [5.904, 10.713, 22.395], [5.420, 9.379, 22.919], [6.321, 8.239, 22.401], [7.747, 8.413, 22.804], [8.876, 8.565, 23.095], [6.883, 10.941, 22.850], [5.276, 11.556, 22.715], [5.990, 10.706, 21.306], [4.426, 9.168, 22.628], [5.454, 9.289, 24.026], [6.395, 8.175, 21.313], [6.013, 7.244, 22.770], [12.535, 15.563, 17.394], [10.997, 14.816, 17.628], [13.790, 14.601, 18.206], [12.943, 15.557, 15.634], [12.541, 17.254, 17.945], [13.699, 11.323, 26.669], [12.754, 10.361, 27.915], [12.805, 12.797, 26.405], [15.293, 11.660, 27.295], [13.757, 10.371, 25.217], [13.600, 6.968, 23.550], [13.896, 5.446, 22.701], [13.779, 6.689, 25.243], [14.838, 8.192, 22.983], [12.006, 7.558, 23.070], [15.703, 15.709, 27.344], [16.113, 17.448, 27.508], [17.203, 14.799, 27.377], [14.574, 15.107, 28.639], [14.900, 15.478, 25.834], [8.128, 10.461, 27.261], [8.417, 12.101, 27.852], [9.303, 10.137, 25.971], [8.530, 9.343, 28.628], [6.504, 10.253, 26.726], [18.737, 9.511, 19.154], [18.404, 9.887, 17.440], [19.082, 11.045, 20.059], [17.252, 8.790, 19.777], [20.134, 8.452, 19.221], [14.254, 18.121, 22.090], [13.635, 19.548, 21.387], [13.324, 17.558, 23.436], [14.410, 16.791, 20.877], [15.924, 18.445, 22.718], [11.983, 12.605, 21.950], [12.984, 13.784, 22.855], [13.062, 11.641, 20.909], [11.130, 11.564, 23.114], [10.807, 13.592, 21.017]],
  "forces_ev_per_angstrom": [[-0.5253, -0.0557, -0.0657], [0.0021, 0.6629, -0.5552], [1.0600, -0.8618, 1.2225], [-1.9401, -0.5896, -0.3771], [0.8555, 0.0623, 0.0627], [0.2308, -0.4520, -0.0102], [-0.1223, 0.0484, -0.0835], [0.0459, 0.0028, 0.2387], [0.0403, 0.1371, 0.0410], [0.5050, 0.0241, 0.0338], [0.5359, 0.1972, -0.1605], [-0.6454, 0.6743, -0.3818], [-1.2210, 0.7785, -0.2150], [0.2796, 1.6445, 0.0487], [0.8627, -0.8598, -0.4872], [-0.3569, -1.1650, 1.2549], [0.2830, 0.7816, -1.0997], [0.5349, -0.7635, 0.0784], [0.1679, -0.3070, -0.1608], [0.1009, -0.3191, -0.2990], [-0.3907, -0.0940, 0.1965], [-0.0311, -0.5651, 0.2325], [-0.5392, 0.7711, 0.0048], [0.3262, 0.2442, 0.4912], [0.3226, 0.4874, -0.4445], [1.3641, 0.3008, -0.5146], [-1.0121, -0.2542, 0.1078], [-0.1203, 0.7333, -0.0998], [-0.0537, -0.3747, 0.3186], [-0.4151, -0.1506, 0.0967], [-0.0195, -0.5707, -0.0906], [0.1246, 0.2455, 0.0148], [-0.1060, 0.0070, 0.4056], [0.0754, -0.2762, -0.0889], [-0.3974, -0.3726, -0.2123], [0.2387, 0.2468, 0.4372], [0.1257, -0.1672, -0.4460], [-0.8733, -0.8996, -0.8829], [0.1740, -0.5113, 1.5659], [-0.2562, 0.4120, -2.0045], [0.0449, -0.1102, 0.9934], [0.3336, 0.2016, -0.0567], [-0.1897, -0.2954, 0.6682], [-0.2257, 0.3654, -0.0049], [0.1788, 0.3933, 0.0701], [0.1134, -0.2526, 0.1511], [0.6479, 0.6460, -0.1674], [-0.1906, 0.3501, 0.0889], [1.4055, 0.8900, 1.1483], [-1.9552, 0.0042, 0.8048], [0.0736, -0.7335, -0.6763], [-0.3578, 1.0737, -0.2211], [0.5892, -0.7033, 0.3374], [-1.2150, -0.3689, -1.1453], [0.2732, -0.0635, 0.1838], [0.0116, -0.3618, -0.1213], [0.0499, 0.1310, -0.4665], [0.9991, 0.1000, 0.1952], [-0.0082, -0.0826, 0.0447], [0.0087, -0.0204, 0.1708], [1.0696, 0.6228, 1.0834], [-0.3902, -0.6210, -1.2344], [-0.2262, -0.1706, -0.9495], [0.3273, 0.5883, 2.9799], [-0.3685, -0.4234, -2.6350], [0.0432, 0.0227, 0.3104], [0.7271, 0.4286, 0.5573], [-0.3369, 0.5144, -0.6531], [-0.1492, -0.7763, -0.4796], [-0.6488, 0.4550, 0.5487], [-0.3818, -0.2338, 0.0874], [0.5191, -0.3988, 0.3246], [0.9693, -0.7359, 0.0244], [0.0225, -0.1780, 0.8432], [-0.1034, -0.4640, -0.7056], [0.7891, 0.9809, -1.7132], [-0.7901, -1.1201, 1.9309], [-0.8156, 0.2825, -0.2417], [-0.1647, 0.3578, 0.2777], [-0.0499, 0.3787, 0.6440], [0.5449, -0.0256, -0.8262], [-0.2612, 0.2719, -0.3395], [0.2581, 0.0834, 0.0261], [-0.2442, 0.1822, 0.1713], [0.6052, -0.4246, -0.5408], [0.0627, 0.5362, 0.9144], [0.3498, -0.8725, -1.0757], [-0.5615, -0.1770, -0.1863], [0.7817, 0.2535, 0.0115], [-0.4264, -0.4362, 0.2932], [-0.5627, 0.5296, 0.0549], [0.1676, 0.1293, -0.0253], [0.0261, 0.0158, -0.1739], [-0.0315, -0.0073, -0.0802], [0.2586, 0.1678, 0.3432], [-0.5528, 0.1334, 0.3930], [0.2627, 0.6443, 0.7325], [1.4001, -0.5935, 0.7150], [0.9280, -0.4606, 0.2393], [2.3173, 0.4128, 0.7802], [-2.9773, -0.3816, -0.8260], [-0.0968, -0.1841, -0.4520], [-0.1325, -0.2987, -0.2301], [0.0448, 0.0711, 0.1490], [-1.1545, -0.2177, -0.4359], [-0.0829, 0.4264, -0.5527], [-0.4487, 0.1560, -0.1134], [-0.0015, 0.4421, -0.1122], [0.8156, 0.3523, -0.6137], [-0.6431, -0.0845, 0.0944], [-0.2827, 0.1954, 0.1412], [-0.1642, 0.0778, 0.3449], [-0.0365, -0.5490, -0.0152], [-0.9958, -0.6898, 0.9997], [0.5242, 0.3320, -0.4035], [-0.1692, 0.3777, -0.1592], [0.2315, 0.0431, -0.0064], [0.2774, -0.1049, -0.3939], [0.5253, 0.4476, -1.3799], [0.1120, -0.0699, -0.1428], [-0.1812, 0.1791, 0.6583], [-0.5013, -0.5907, 0.3986], [0.0796, 0.0885, 0.4961], [-0.1578, 0.2288, 0.7195], [-0.3613, -0.5348, 0.3258], [0.1155, -0.1876, 0.1466], [0.7933, 0.6263, -0.3620], [-0.3444, 0.0317, -0.8049], [1.5706, -0.2518, 0.7371], [-0.2367, 0.2168, -0.0232], [-0.3253, -0.0822, -0.0937], [-0.4185, 0.2263, -0.4799], [-0.5042, -0.0883, -0.1732], [-0.2772, 0.7770, -0.2452], [0.2269, 0.2204, 0.1029], [-0.1328, -0.7534, -0.3961], [0.2735, -0.1430, 0.3170], [-0.1972, -0.0340, 0.2701], [1.5786, -1.0844, 0.0319], [-0.5011, 0.6300, -0.4414], [-0.6569, -0.1398, 0.3927], [-0.1745, 0.4864, 0.3049], [-0.2401, 0.0018, -0.2334], [0.1055, 0.7719, 0.0795], [-0.1667, -0.2802, -0.1452], [-0.5852, 0.1947, 0.2497], [0.1742, 0.0546, -0.4916], [0.5180, -0.7936, 0.1708]],
  "mulliken_charge": [-1.326, 0.354, -0.348, 0.036, -0.266, 0.350, 0.401, 0.247, -0.369, 0.383, 0.068, 0.490, -1.235, -0.022, 2.019, -0.044, -0.602, 0.181, 0.429, 0.363, 0.423, -0.185, -0.968, -0.391, -1.539, 0.416, -0.555, 0.010, -0.322, 0.361, 0.298, 0.414, 0.036, 0.135, 0.388, 0.372, -0.164, -1.055, 0.926, -0.205, -0.338, 0.452, -0.101, -0.159, 0.376, 0.340, 0.382, -0.414, -1.346, 0.471, 1.030, -0.146, -0.736, 0.476, 0.151, 0.353, -0.123, -0.174, -0.152, 0.220, -1.035, 0.103, -0.604, 0.000, -0.213, 0.224, 0.187, 0.449, 0.439, -0.172, 0.516, 0.250, -1.120, 0.591, -0.431, 0.087, -0.457, 0.255, 0.381, 0.189, -0.336, 0.267, 0.326, 0.289, -0.913, 0.680, -0.007, -0.030, -0.521, 0.435, 0.199, 0.212, -0.210, -0.210, 0.139, 0.238, -0.123, -0.493, -0.548, 0.052, -0.248, -0.290, 0.515, -0.017, 0.387, 0.077, 0.299, 0.432, -0.059, 0.068, 0.038, -0.125, -0.090, -0.014, -0.121, 0.003, -0.029, 0.116, 0.020, -0.111, -0.062, -0.070, 0.051, 0.194, -0.113, -0.080, -0.077, -0.009, 0.221, -0.097, -0.011, -0.120, -0.079, 0.246, -0.113, -0.085, -0.022, -0.082, 0.119, -0.076, -0.042, 0.059, -0.132, -1.144, 0.329, 0.229, 0.410, 0.558]
}